# 1
# C38H48AsN9OS2TeTi

A structure of composition C38H48AsN9OS2TeTi (wB97M-V/def2-TZVPD, the OMol25 dataset).

Each line ends with the Löwdin charge.
Cartesian coordinates (Å):
Ti 0.79064 -1.06495 -0.67664  0.6701
C 0.32974 -5.31301 -1.38968  -0.0204
C 0.40419 -3.94789 -0.79521  -0.2629
N 0.88618 -2.90186 -1.48523  -0.1026
N 1.29312 -3.11410 -2.78885  0.0140
C 1.94011 -2.12452 -3.41912  -0.8304
N 2.32135 -2.32827 -4.67484  0.1370
S 2.30346 -0.65359 -2.61188  0.6956
C -0.01342 -3.61151 0.53751  -0.2056
C -0.47165 -4.54596 1.48644  0.0105
C -0.80794 -4.12786 2.74672  -0.0332
C -0.69904 -2.76869 3.08030  -0.0371
C -0.25060 -1.90210 2.12081  -0.1106
N 0.08627 -2.29110 0.87574  -0.0258
H 1.30097 -5.61381 -1.79136  0.0989
H -0.40406 -5.33624 -2.20370  0.0467
H 0.02902 -6.05859 -0.66202  0.0767
H 0.90699 -3.89997 -3.29639  0.1274
H 2.07273 -3.15558 -5.19160  0.1289
H 2.82243 -1.59889 -5.15266  0.1148
H -0.55272 -5.58958 1.22404  0.1120
H -1.14516 -4.84342 3.48419  0.1209
H -0.95212 -2.40807 4.06627  0.1153
H -0.13967 -0.84359 2.33348  0.1203
C 4.35745 8.35802 8.50064  -0.0587
O 5.02774 7.13820 8.20447  -0.0601
C 4.52873 6.35742 7.22999  -0.2721
C 3.36579 6.63757 6.51447  -0.0029
C 2.96128 5.77096 5.51016  -0.0263
C 3.68593 4.62412 5.21509  -0.1674
C 4.83575 4.33995 5.95940  -0.0106
C 5.25669 5.19623 6.94746  0.0224
C 3.28169 3.70287 4.15723  -0.2381
N 3.68764 2.45544 4.03296  0.1994
C 3.04195 1.97905 2.93082  -0.1714
C 2.23264 2.93575 2.36630  -0.1218
N 2.39888 4.04393 3.16321  0.1907
C 1.41558 2.69616 1.22141  -0.0551
C 0.60478 3.64227 0.57322  0.0332
C -0.14989 3.26188 -0.50720  -0.0144
C -0.13340 1.92926 -0.91606  -0.1107
N 0.61828 1.01368 -0.32054  -0.0094
C 1.43218 1.38659 0.70642  -0.1207
C 2.35233 0.38599 1.24645  -0.1371
N 2.41411 -0.81460 0.61192  -0.0320
C 3.26293 -1.72898 1.04949  -0.0850
C 4.09159 -1.51759 2.15475  -0.0044
C 4.02838 -0.31954 2.81926  0.0468
C 3.15282 0.67436 2.35279  -0.0573
H 4.95686 8.84978 9.25956  0.0982
H 3.35700 8.16840 8.89437  0.0987
H 4.29509 8.99463 7.61614  0.0979
H 2.77497 7.51358 6.73235  0.1071
H 2.04700 6.00407 4.97581  0.1084
H 5.40088 3.44637 5.73307  0.1163
H 6.15255 4.99812 7.51927  0.1284
H 2.00042 4.95729 3.03219  0.1556
H 0.59371 4.67213 0.90662  0.1268
H -0.76220 3.97497 -1.04021  0.1217
H -0.74300 1.58824 -1.74684  0.0755
H 3.28534 -2.66355 0.50168  0.1269
H 4.76741 -2.29953 2.46947  0.1214
H 4.63730 -0.11858 3.69075  0.1326
C -4.56441 -1.83949 -0.66539  -0.0264
C -3.80343 -0.50778 -0.65780  -0.5602
C -3.88156 0.17189 0.71531  -0.0183
C -4.31004 0.42402 -1.76819  -0.0180
C -2.38757 -0.78927 -0.93792  -0.1183
N -1.28266 -0.99584 -1.16465  0.1179
H -5.62488 -1.63729 -0.51410  0.1032
H -4.21536 -2.49682 0.13127  0.0977
H -4.42820 -2.35490 -1.61674  0.0371
H -4.91985 0.43245 0.91908  0.1028
H -3.28484 1.08457 0.73823  0.0892
H -3.53163 -0.49582 1.50332  0.0895
H -5.38424 0.56237 -1.64528  0.1030
H -4.11886 -0.00311 -2.75323  0.0680
H -3.82651 1.39978 -1.71681  0.0921
C -3.38211 -4.26620 -6.26274  -0.2470
As -3.77567 -3.64805 -4.48967  0.6414
C -4.87507 -5.01657 -3.71087  -0.2485
C -4.96293 -2.15024 -4.68316  -0.2406
S -2.06154 -3.25341 -3.34765  0.0959
H -4.30900 -4.43716 -6.80849  0.0475
H -2.82396 -5.19691 -6.18537  0.0431
H -2.78058 -3.52213 -6.78096  0.0328
H -5.70344 -5.25170 -4.37823  0.0482
H -5.26375 -4.65569 -2.76053  0.0329
H -4.27025 -5.90508 -3.54464  0.0423
H -5.70424 -2.38067 -5.44751  0.0510
H -4.40343 -1.26135 -4.96816  0.0179
H -5.46636 -1.98125 -3.73252  0.0274
C -1.93772 0.04064 -6.15707  -0.4497
Te -0.71888 -0.11985 -4.42211  1.1179
C 0.32994 1.69079 -4.85209  -0.4474
H -2.62496 0.87650 -6.06362  0.0063
H -2.49292 -0.88759 -6.27903  -0.0346
H -1.29262 0.18173 -7.01999  0.0071
H 1.02182 1.54236 -5.67645  0.0034
H 0.88604 1.99363 -3.96646  -0.0239
H -0.39028 2.46166 -5.11445  0.0046

Output
Total charge: +2
Lowest unoccupied orbital energy (alpha / beta) (eV): -5.034 / -5.355
F_max (eV/Å): 1.3
Multiplicity: 3
Energy relative to the best compared isomer or geometry (same formula, charge and spin) (kJ/mol): 61.44
HOMO level (alpha / beta) (eV): -11.005 / -11.512
Molar mass (u): 961.39
Expectation value of S²: 2.0222
Gap between HOMO and LUMO (alpha / beta) (eV): 5.97 / 6.16

# 2
# C38H49CdN5O4S

A structure of composition C38H49CdN5O4S (wB97M-V/def2-TZVPD, the OMol25 dataset).

Each line ends with the natural charge from an NBO analysis.
Cartesian coordinates (Å):
Cd 1.44951 -1.01669 0.16849  1.6786
C -2.01055 5.73686 -1.00901  -0.6011
C -2.09863 4.98015 0.32548  -0.0715
C -3.50553 4.40154 0.46504  -0.6101
C -1.86516 5.96039 1.48514  -0.6014
C -1.02873 3.89428 0.35381  -0.0071
C -1.31754 2.57642 0.45794  -0.2828
C -0.27331 1.59455 0.43306  0.1472
N -0.41945 0.28314 0.54208  -0.5216
C -1.52360 -0.45204 0.78158  0.0981
C -2.67290 -0.02331 1.49646  -0.2923
C -3.73955 -0.85255 1.65352  0.0756
C -3.66335 -2.15399 1.06897  -0.1822
C -2.58803 -2.67094 0.40738  -0.0859
C -1.44230 -1.80776 0.22840  0.4165
O -0.41473 -2.15649 -0.42098  -0.7502
C -2.68074 -4.12360 -0.10720  -0.0570
C -3.79019 -4.20800 -1.16765  -0.5980
C -3.03816 -5.04671 1.07092  -0.5990
C -1.39496 -4.67303 -0.73788  -0.5883
C -4.98594 -0.47020 2.44271  -0.1009
C -4.89977 0.95750 2.98084  -0.6005
C -5.16153 -1.43053 3.62870  -0.5977
C -6.21389 -0.56617 1.52288  -0.5974
C 1.10353 2.02249 0.10233  0.4404
O 1.96349 1.18104 -0.22119  -0.6795
C 1.40566 3.44871 0.13246  0.0167
C 0.35835 4.29833 0.24830  -0.1316
C 2.85882 3.90627 0.01059  -0.1097
C 3.48109 3.37121 -1.29907  -0.6068
C 2.96370 5.43359 0.00810  -0.6064
C 3.64609 3.37003 1.22101  -0.6096
H -2.75551 6.53720 -1.03665  0.2106
H -2.19936 5.06149 -1.84726  0.2138
H -1.02644 6.18844 -1.15416  0.2093
H -4.23636 5.21269 0.43056  0.2160
H -3.62939 3.87998 1.41836  0.2094
H -3.73988 3.70761 -0.34680  0.2120
H -2.64996 6.72144 1.49104  0.2114
H -0.90582 6.47547 1.40282  0.2081
H -1.88802 5.43658 2.44405  0.2136
H -2.33984 2.24097 0.49895  0.2256
H -2.64193 0.93483 1.99151  0.2203
H -4.52774 -2.79814 1.19244  0.2042
H -4.74921 -3.85474 -0.78148  0.2013
H -3.91691 -5.24496 -1.49463  0.2074
H -3.53238 -3.60348 -2.04121  0.2131
H -4.03507 -4.84426 1.46920  0.2004
H -2.31904 -4.93115 1.88617  0.2103
H -3.01976 -6.08921 0.74208  0.2087
H -1.12091 -4.13744 -1.64457  0.2237
H -1.56131 -5.72473 -0.99099  0.1948
H -0.54879 -4.61080 -0.05432  0.2135
H -4.06497 1.07830 3.67685  0.2102
H -5.81908 1.19881 3.51928  0.2143
H -4.78670 1.68321 2.17009  0.2071
H -4.30253 -1.37245 4.30218  0.2133
H -5.26163 -2.46727 3.29798  0.2072
H -6.06086 -1.17066 4.19450  0.2088
H -6.10224 0.09601 0.66043  0.2127
H -7.11438 -0.27150 2.06933  0.2093
H -6.36726 -1.58220 1.15158  0.2067
H 0.56106 5.36099 0.24077  0.2035
H 2.76943 3.43528 -2.12695  0.1999
H 3.79854 2.33480 -1.18935  0.2529
H 4.35560 3.97162 -1.56377  0.2044
H 2.46129 5.87754 -0.85687  0.2054
H 4.01770 5.70992 -0.04363  0.2186
H 2.55050 5.87381 0.92046  0.2037
H 3.73772 2.28663 1.18594  0.2459
H 3.15879 3.66463 2.15548  0.1991
H 4.65623 3.78990 1.22059  0.2110
N 5.77876 -2.03235 -6.08103  -0.7970
C 5.54949 -1.84552 -4.72602  0.1875
C 4.66830 -0.84902 -4.28879  -0.2681
C 4.47491 -0.63132 -2.93951  -0.1566
C 5.15520 -1.41516 -2.01053  -0.4254
C 6.02869 -2.40670 -2.42684  -0.0746
C 6.22845 -2.61669 -3.77942  -0.2998
S 4.86339 -1.14628 -0.30222  2.3566
O 5.88152 -1.81567 0.44918  -0.9390
O 4.67480 0.26480 -0.11849  -0.9637
N 3.39021 -1.82750 -0.03199  -1.1070
C 3.27894 -3.18047 0.21925  0.5532
N 2.14060 -3.51512 0.85795  -0.5482
C 1.99195 -4.79080 1.19204  0.0984
C 2.93565 -5.75436 0.89527  -0.3592
C 4.03433 -5.31585 0.17318  0.1107
N 4.21494 -4.05005 -0.18245  -0.4850
H 5.09857 -1.65546 -6.71624  0.3811
H 6.16503 -2.91528 -6.36333  0.3820
H 4.14624 -0.23891 -5.01971  0.2071
H 3.80973 0.15384 -2.59435  0.2350
H 6.53886 -3.00584 -1.68218  0.2392
H 6.91760 -3.38428 -4.11524  0.2078
H 1.07666 -5.04708 1.71656  0.1973
H 2.80753 -6.78637 1.18870  0.2268
H 4.80436 -6.01223 -0.14700  0.1948

Output
Lowest unoccupied orbital energy (alpha / beta) (eV): -1.577 / -1.772
F_max (eV/Å): 0.8
HOMO level (alpha / beta) (eV): -7.575 / -7.385
Molar mass (u): 784.32
Gap between HOMO and LUMO (alpha / beta) (eV): 6.00 / 5.61